Entry from the Open Molecules 2025 dataset: the molecule C2H3N5O2 at a distorted geometry (the ωB97M-V functional and the def2-TZVPD basis).

The SMILES is O=[N+]([O-])Nn1ccnn1. The value obtained for the HOMO energy is -10.5 eV. The frontier orbital gap is 0.39816 Ha.

Element x y z (Å)
1 O 2.18 -0.32 -3.48
2 O 1.75 1.51 -2.40
3 N 1.85 0.22 0.64
4 N 1.19 -0.41 -1.54
5 N 0.92 0.13 -0.32
6 N 1.29 0.60 1.71
7 N 1.77 0.33 -2.56
8 C -0.04 0.78 1.49
9 C -0.30 0.48 0.18
10 H -1.19 0.47 -0.40
11 H -0.69 1.08 2.28
12 H 1.28 -1.52 -1.47

Entry from the Open Molecules 2025 dataset: the ion C6H10NS with charge +1 at a distorted geometry (the ωB97M-V functional and the def2-TZVPD basis).

Its net charge is +1. The value obtained for the HOMO energy is -13.6 eV. The frontier orbital gap is 0.30900 Ha.

Element x y z (Å)
1 S 0.31 1.81 -0.13
2 N -0.43 -0.59 -1.00
3 C -0.61 -2.06 -0.88
4 C -1.59 -1.10 -0.24
5 C -1.55 -0.86 1.17
6 C 0.72 0.33 -0.75
7 C -0.44 -0.92 1.89
8 C 1.74 2.81 -0.48
9 H 2.53 2.31 -0.98
10 H 0.50 -1.36 1.62
11 H -2.47 -0.58 1.57
12 H -2.50 -0.87 -0.86
13 H 1.71 0.05 -1.17
14 H 1.35 3.62 -1.13
15 H -0.50 -0.68 3.01
16 H 2.12 3.33 0.39
17 H 0.00 -2.63 -0.27
18 H -0.91 -2.62 -1.78

Entry from the Open Molecules 2025 dataset: the ion C3H7N4S with charge +1 at a distorted geometry (the ωB97M-V functional and the def2-TZVPD basis).

The SMILES is [H]/N=C1/C=CS[N@H+](N)N1. Its net charge is +1. The value obtained for the HOMO energy is -13.3 eV. The frontier orbital gap is 0.29432 Ha.

Element x y z (Å)
1 S 1.52 -1.48 0.17
2 N -2.77 0.22 0.27
3 N 1.06 0.38 -0.20
4 N 1.91 1.22 0.40
5 N -0.58 0.67 0.23
6 C -1.60 -0.25 0.10
7 C -1.22 -1.68 0.02
8 C -0.01 -2.20 0.04
9 H 0.87 0.52 -1.24
10 H -0.61 1.30 1.09
11 H 2.39 1.00 1.36
12 H 2.66 1.57 -0.25
13 H -2.16 -2.28 -0.26
14 H 0.15 -3.35 0.11
15 H -3.02 1.20 0.50

Entry from the Open Molecules 2025 dataset: a cluster of 2 separate species, C5H11O2 in total at a distorted geometry (the ωB97M-V functional and the def2-TZVPD basis).

The value obtained for the HOMO energy (alpha / beta) is -8.4 / -9.6 eV. The frontier orbital gap (alpha / beta) is 0.33950 / 0.34930 Ha. As for the spin multiplicity: 2. The expectation value of S² is 0.75.

Element x y z (Å)
1 O 2.69 2.04 0.93
2 O 0.22 0.52 -1.80
3 C -0.26 0.04 -0.77
4 C -1.17 1.66 0.93
5 C 0.12 -2.46 -0.57
6 C -0.91 -1.38 -0.79
7 C -0.33 0.53 0.58
8 H 0.36 0.07 1.27
9 H -1.13 2.40 0.12
10 H -1.71 -1.37 -0.04
11 H -0.76 2.11 1.84
12 H -1.32 -1.60 -1.78
13 H 0.79 -2.38 -1.43
14 H -0.42 -3.41 -0.62
15 H 3.45 2.27 0.36
16 H 1.95 1.96 0.31
17 H 0.66 -2.38 0.37
18 H -2.23 1.38 1.10

Entry from the Open Molecules 2025 dataset: a cluster of 6 separate species, C5H21O6 in total at a distorted geometry (the ωB97M-V functional and the def2-TZVPD basis).

Its net charge is -1. The value obtained for the HOMO energy is -6.1 eV. The frontier orbital gap is 0.35661 Ha.

Element x y z (Å)
1 O 0.83 -2.48 -2.13
2 O 1.77 1.43 -0.95
3 O -0.18 1.71 2.39
4 O 0.69 -2.50 0.51
5 O 0.31 -1.02 3.32
6 O 1.38 -0.25 1.13
7 C -1.03 1.50 -0.80
8 C -2.58 -0.34 0.00
9 C -2.52 1.07 -0.61
10 C -0.36 0.69 -1.92
11 C 1.11 1.01 -2.11
12 H -2.28 -0.28 1.05
13 H -2.99 1.06 -1.58
14 H 0.62 -0.55 2.48
15 H -0.51 -0.36 -1.63
16 H 0.51 -2.40 -1.19
17 H -3.59 -0.73 -0.16
18 H 1.51 0.85 -0.20
19 H 1.77 -2.45 -1.93
20 H 2.29 -0.08 1.41
21 H -1.00 0.67 -2.78
22 H -1.93 -1.01 -0.55
23 H 1.65 0.16 -2.55
24 H -0.97 2.53 -1.16
25 H 0.53 1.09 2.11
26 H 0.06 -2.63 1.23
27 H -0.15 -0.28 3.74
28 H 1.24 1.78 -2.89
29 H -0.03 2.43 1.77
30 H 0.96 -1.50 0.83
31 H -2.88 1.86 0.05
32 H -0.59 1.35 0.17

Entry from the Open Molecules 2025 dataset: a structure of composition C26H59BCl11NbO5P at a distorted geometry (the ωB97M-V functional and the def2-TZVPD basis).

Its net charge is -1. The value obtained for the HOMO energy is -3.8 eV. The frontier orbital gap is 0.22090 Ha.

Element x y z (Å)
1 Nb -2.12 0.55 -0.23
2 Cl -4.69 -2.35 -3.32
3 Cl 2.72 -4.37 0.48
4 Cl -2.31 -4.13 4.15
5 Cl 3.36 -3.05 -4.93
6 Cl 2.95 2.17 4.81
7 Cl -5.56 -3.33 4.72
8 Cl -4.30 1.71 3.35
9 Cl -2.31 -4.39 -2.02
10 Cl 1.01 -1.09 -6.37
11 Cl 0.54 -0.18 5.27
12 Cl -0.55 -3.63 1.12
13 P -0.06 2.02 -0.27
14 O -3.93 3.26 0.18
15 O 0.14 3.15 0.93
16 O 3.41 4.66 -0.60
17 O -3.28 3.00 -2.09
18 O 0.13 2.94 -1.63
19 C -0.61 -1.03 -2.75
20 C 0.88 -0.68 -2.72
21 C 0.75 1.32 6.19
22 C -3.25 0.35 2.77
23 C -3.55 -3.38 -4.23
24 C -3.22 4.44 0.53
25 C 1.27 2.44 5.33
26 C 4.64 1.28 -0.57
27 C 3.13 -1.32 -1.56
28 C 0.47 -4.82 1.97
29 C 1.58 -1.39 -1.58
30 C -1.58 0.13 -2.44
31 C 2.49 -1.70 -7.14
32 C 1.90 -4.37 2.06
33 C -4.57 -4.49 5.64
34 C -2.76 -0.38 4.01
35 C 3.86 1.16 -1.87
36 C 4.48 2.61 0.17
37 C 4.59 3.88 -0.68
38 C -3.13 -4.06 5.73
39 C 3.82 -0.27 -2.41
40 C 3.60 5.99 -0.21
41 C 2.86 -3.08 -6.63
42 C -3.26 -4.67 -3.50
43 C -4.14 5.42 1.26
44 C -2.06 0.95 2.01
45 B -3.29 2.48 -0.78
46 H 5.70 1.15 -0.82
47 H -4.17 -5.18 -3.22
48 H 3.70 -3.47 -7.21
49 H 1.98 -3.37 2.48
50 H 3.50 -2.29 -1.89
51 H 2.87 1.62 -1.82
52 H -0.23 1.59 6.59
53 H 0.06 -4.93 2.97
54 H -1.14 1.01 -2.91
55 H -4.66 -5.46 5.16
56 H 0.66 2.56 4.43
57 H -1.42 -1.11 0.16
58 H 2.02 -3.76 -6.72
59 H 3.29 -0.99 -6.94
60 H -2.01 0.26 4.46
61 H 2.46 -5.06 2.70
62 H -3.90 5.49 2.32
63 H -4.02 -3.60 -5.19
64 H -2.65 -2.81 -4.40
65 H -2.83 4.94 -0.36
66 H -1.96 2.01 2.21
67 H 1.15 -1.08 -0.63
68 H -2.59 -4.73 6.40
69 H 1.02 0.40 -2.70
70 H 5.24 2.64 0.96
71 H 1.42 1.12 7.03
72 H -2.67 -5.32 -4.14
73 H 1.33 -2.44 -1.68
74 H 4.29 6.07 0.64
75 H -2.38 4.20 1.18
76 H -1.14 0.50 2.38
77 H -4.03 6.41 0.83
78 H 4.87 -0.56 -2.47
79 H 1.26 3.38 5.89
80 H -5.00 -4.55 6.64
81 H 0.04 4.02 0.51
82 H 3.45 -0.28 -3.43
83 H 1.28 -1.06 -3.66
84 H -5.18 5.13 1.13
85 H 0.39 -5.77 1.45
86 H -3.57 2.30 -2.68
87 H -3.04 -3.04 6.10
88 H -2.56 -0.05 -2.89
89 H 3.97 6.59 -1.04
90 H 5.41 4.48 -0.28
91 H 4.39 0.48 0.12
92 H 3.52 2.63 0.69
93 H -0.79 -1.82 -2.02
94 H -0.74 3.07 -2.02
95 H -2.24 -1.28 3.68
96 H 2.31 -1.74 -8.21
97 H -3.84 -0.31 2.14
98 H 2.64 6.38 0.12
99 H 4.41 1.73 -2.63
100 H -0.87 -1.46 -3.73
101 H 3.45 -1.23 -0.52
102 H -3.58 -0.59 4.68
103 H -3.77 -0.22 -0.29
104 H 4.84 3.65 -1.71

Entry from the Open Molecules 2025 dataset: the molecule C5H8O2 (the ωB97M-V functional and the def2-TZVPD basis).

The value obtained for the HOMO energy is -8.1 eV. The frontier orbital gap is 0.27928 Ha.

Element x y z (Å)
1 O 0.14 -2.22 -0.04
2 O 0.30 0.50 -0.29
3 C 0.56 -1.63 -1.25
4 C -0.41 1.60 1.64
5 C -0.61 1.19 0.35
6 C 0.65 1.05 2.39
7 C -0.07 -0.26 -1.45
8 H 0.32 0.27 -2.32
9 H 1.65 -1.54 -1.28
10 H 0.25 -2.28 -2.09
11 H -1.16 -0.34 -1.48
12 H -1.19 2.31 1.97
13 H -1.52 1.45 -0.20
14 H 0.47 -1.65 0.68
15 H 0.61 1.54 3.39

Entry from the Open Molecules 2025 dataset: a cluster of 2 separate species, CH7NS2 in total at a distorted geometry (the ωB97M-V functional and the def2-TZVPD basis).

Its net charge is -1. The value obtained for the HOMO energy (alpha / beta) is 0.6 / -5.0 eV. The frontier orbital gap (alpha / beta) is 0.10327 / 0.31423 Ha. As for the spin multiplicity: 2. The expectation value of S² is 0.75.

Element x y z (Å)
1 S 1.05 1.42 -0.19
2 S 1.27 -0.58 -0.34
3 N -4.54 -3.26 2.66
4 C 0.77 1.93 -1.90
5 H 0.43 2.96 -1.89
6 H -0.04 1.34 -2.33
7 H -4.17 -4.13 3.02
8 H -3.78 -2.87 2.09
9 H -4.60 -2.63 3.45
10 H 1.64 1.87 -2.52
11 H 0.00 -1.17 -0.31

Entry from the Open Molecules 2025 dataset: a cluster of 2 separate species, C3H5NO2 in total at a distorted geometry (the ωB97M-V functional and the def2-TZVPD basis).

The value obtained for the HOMO energy is -8.0 eV. The frontier orbital gap is 0.31686 Ha.

Element x y z (Å)
1 O -1.82 -1.27 0.24
2 O -2.61 0.81 -0.25
3 N 0.78 -0.66 0.22
4 C 0.08 0.66 0.47
5 C -2.03 -0.15 0.05
6 C 1.07 0.53 -0.61
7 H 1.99 0.99 -0.66
8 H 0.05 -1.39 -0.11
9 H 1.26 -1.07 1.01
10 H 0.77 0.32 -1.68
11 H 0.45 1.23 1.33

no.,DFT total energy (eV)
1,-13662.28865
2,-18699.33049
3,-20007.98230
4,-9456.19223
5,-17812.35449
6,-187418.08764
7,-9404.93974
8,-24310.34872
9,-8774.03862